(1)
{
  "formula": "C24H23CoN9O5S",
  "method": "wB97M-V/def2-TZVPD",
  "elements": ["Co", "O", "C", "N", "C", "O", "C", "C", "C", "C", "C", "N", "C", "C", "C", "C", "C", "N", "H", "H", "H", "H", "H", "H", "H", "H", "N", "C", "C", "C", "C", "C", "C", "S", "O", "O", "N", "C", "N", "C", "C", "C", "N", "H", "H", "H", "H", "H", "H", "H", "H", "H", "C", "N", "C", "N", "O", "H", "H", "H", "H", "H", "H"],
  "coordinates": [[-1.107, 0.383, 0.057], [-3.394, 3.367, 1.083], [-2.460, 2.699, 0.728], [-2.388, 1.724, -0.239], [-3.058, 1.722, -1.430], [-4.029, 2.357, -1.757], [-2.238, 0.918, -2.411], [-2.593, 0.800, -3.737], [-1.739, 0.115, -4.591], [-0.563, -0.409, -4.081], [-0.276, -0.253, -2.734], [-1.104, 0.395, -1.917], [-1.045, 2.904, 1.237], [-0.709, 3.920, 2.105], [0.619, 4.049, 2.487], [1.553, 3.156, 1.987], [1.136, 2.152, 1.127], [-0.136, 2.038, 0.753], [-3.516, 1.258, -4.062], [-1.983, 0.001, -5.638], [0.137, -0.942, -4.708], [0.628, -0.662, -2.299], [-1.490, 4.581, 2.454], [0.921, 4.835, 3.165], [2.597, 3.225, 2.255], [1.825, 1.425, 0.718], [6.570, 0.847, -1.027], [5.401, 0.191, -0.771], [4.671, -0.402, -1.808], [3.476, -1.044, -1.547], [2.988, -1.096, -0.250], [3.712, -0.529, 0.797], [4.901, 0.115, 0.540], [1.502, -1.928, 0.134], [0.936, -2.401, -1.115], [1.717, -2.870, 1.184], [0.496, -0.730, 0.642], [0.119, -0.616, 1.955], [0.819, -0.893, 3.046], [0.197, -0.668, 4.197], [-1.087, -0.132, 4.302], [-1.701, 0.239, 3.123], [-1.091, -0.010, 1.973], [7.001, 0.757, -1.930], [7.176, 1.098, -0.266], [5.055, -0.366, -2.819], [2.930, -1.524, -2.347], [3.344, -0.617, 1.813], [5.468, 0.551, 1.352], [0.764, -0.903, 5.089], [-1.559, 0.028, 5.258], [-2.662, 0.736, 3.081], [-4.428, -3.913, -0.453], [-3.981, -2.577, -0.114], [-2.744, -2.106, -0.329], [-1.818, -2.925, -0.819], [-2.547, -0.883, -0.063], [-5.436, -4.045, -0.072], [-3.799, -4.666, 0.025], [-4.440, -4.080, -1.533], [-4.657, -1.875, 0.144], [-2.030, -3.892, -0.982], [-0.852, -2.630, -0.963]],
  "nbo_charge": [1.18, -0.50, 0.64, -0.65, 0.64, -0.52, 0.13, -0.20, -0.13, -0.24, 0.07, -0.43, 0.12, -0.20, -0.13, -0.22, 0.06, -0.42, 0.26, 0.24, 0.24, 0.24, 0.26, 0.24, 0.24, 0.24, -0.78, 0.21, -0.29, -0.09, -0.45, -0.17, -0.26, 2.36, -0.99, -0.90, -0.98, 0.59, -0.46, 0.13, -0.33, 0.11, -0.48, 0.40, 0.40, 0.22, 0.23, 0.25, 0.22, 0.22, 0.25, 0.23, -0.43, -0.59, 0.81, -0.81, -0.69, 0.24, 0.21, 0.21, 0.42, 0.41, 0.45],
  "total_charge": 1,
  "e_above_lowest_kj_mol": 12.08,
  "orbital_gap_ha": [0.2772, 0.2772]
}

---

(2)
{
  "formula": "C38H30N9O5S3Sn",
  "method": "wB97M-V/def2-TZVPD",
  "elements": ["Sn", "C", "C", "N", "N", "C", "S", "S", "C", "C", "C", "C", "C", "C", "C", "C", "C", "C", "C", "C", "C", "O", "H", "H", "H", "H", "H", "H", "H", "H", "H", "H", "H", "H", "H", "H", "O", "N", "O", "C", "C", "C", "C", "C", "C", "N", "C", "C", "N", "C", "C", "C", "C", "H", "H", "H", "H", "H", "H", "H", "N", "C", "C", "C", "C", "C", "C", "S", "O", "O", "N", "C", "N", "C", "C", "C", "N", "H", "H", "H", "H", "H", "H", "H", "H", "H"],
  "coordinates": [[-0.208, 1.033, -0.053], [-2.420, 0.714, -3.842], [-1.218, 1.472, -3.346], [-1.462, 2.537, -2.669], [-0.437, 3.423, -2.509], [-0.168, 3.887, -1.364], [-0.910, 3.327, 0.166], [0.998, 5.203, -1.345], [1.772, 5.087, 0.300], [3.264, 5.252, 0.189], [4.030, 4.244, -0.392], [5.405, 4.376, -0.482], [6.030, 5.519, 0.003], [5.273, 6.527, 0.578], [3.893, 6.392, 0.670], [0.123, 0.959, -3.711], [0.338, 0.413, -4.981], [1.554, -0.133, -5.341], [2.588, -0.168, -4.413], [2.394, 0.332, -3.139], [1.172, 0.900, -2.773], [1.056, 1.387, -1.527], [-3.326, 1.136, -3.410], [-2.357, -0.358, -3.639], [-2.491, 0.817, -4.927], [1.541, 4.098, 0.691], [1.342, 5.840, 0.958], [3.536, 3.357, -0.775], [5.995, 3.587, -0.932], [7.104, 5.623, -0.070], [5.753, 7.421, 0.954], [3.301, 7.182, 1.118], [-0.459, 0.444, -5.713], [1.701, -0.517, -6.341], [3.551, -0.582, -4.685], [3.191, 0.328, -2.405], [-5.179, -3.830, -3.388], [-5.163, -3.139, -2.397], [-6.095, -2.966, -1.638], [-3.872, -2.523, -2.027], [-2.766, -3.222, -2.347], [-1.476, -2.747, -1.957], [-0.283, -3.456, -2.195], [0.910, -2.942, -1.760], [0.914, -1.716, -1.092], [-0.202, -1.045, -0.865], [-1.385, -1.528, -1.290], [-2.567, -0.748, -1.031], [-2.391, 0.459, -0.457], [-3.438, 1.183, -0.121], [-4.740, 0.753, -0.388], [-4.943, -0.448, -1.013], [-3.832, -1.253, -1.347], [-2.862, -4.157, -2.883], [-0.321, -4.402, -2.720], [1.845, -3.456, -1.929], [1.833, -1.269, -0.732], [-3.237, 2.142, 0.337], [-5.572, 1.384, -0.112], [-5.943, -0.781, -1.243], [1.740, 4.198, 7.022], [1.633, 3.389, 5.933], [1.182, 3.904, 4.706], [1.114, 3.098, 3.595], [1.498, 1.762, 3.692], [1.939, 1.228, 4.901], [2.007, 2.037, 6.010], [1.420, 0.739, 2.308], [2.230, -0.425, 2.481], [1.663, 1.576, 1.095], [-0.142, 0.351, 1.943], [-0.781, -0.708, 2.584], [-1.673, -1.380, 1.860], [-2.313, -2.362, 2.495], [-2.058, -2.688, 3.813], [-1.095, -1.925, 4.455], [-0.461, -0.926, 3.855], [1.327, 5.113, 7.007], [1.910, 3.797, 7.927], [0.898, 4.947, 4.634], [0.764, 3.498, 2.651], [2.230, 0.189, 4.953], [2.361, 1.635, 6.951], [-3.051, -2.906, 1.916], [-2.577, -3.491, 4.313], [-0.827, -2.111, 5.489]],
  "mulliken_charge": [1.05, -1.76, 0.93, -0.21, -0.65, 0.61, -0.48, -0.23, 0.80, 0.04, 0.07, -0.82, -0.42, -0.63, -0.49, 0.81, -0.80, -0.93, -0.63, -0.71, 0.15, -0.12, 0.32, 0.40, 0.62, -1.08, 0.60, 0.42, 0.40, 0.39, 0.39, 0.39, 0.38, 0.43, 0.47, 0.47, -0.57, 0.99, -0.58, -0.26, -1.02, 1.21, -0.93, -1.14, -0.42, 0.42, -0.53, 0.81, 0.86, -0.45, -1.27, -1.05, 0.83, 0.59, 0.53, 0.50, 0.67, 0.47, 0.49, 0.65, -0.48, 1.12, -1.07, -0.05, -0.22, -0.54, -0.84, 1.74, -0.79, -0.64, 0.52, 0.01, 0.10, -0.01, -0.89, -0.45, -0.45, 0.21, 0.21, 0.33, 0.13, 0.50, 0.31, 0.45, 0.41, 0.46],
  "total_charge": 1,
  "e_above_lowest_kj_mol": 94.80,
  "orbital_gap_ha": 0.2256
}

---

(3)
{
  "formula": "CH14O5S",
  "method": "wB97M-V/def2-TZVPD",
  "elements": ["C", "S", "H", "H", "H", "H", "H", "H", "O", "H", "H", "O", "H", "H", "O", "H", "H", "O", "H", "H", "O"],
  "coordinates": [[1.236, 2.047, 2.535], [0.461, 1.035, 1.129], [1.257, 1.400, 3.398], [0.536, 2.926, 2.489], [2.337, 2.388, 2.286], [-0.055, 1.972, 0.344], [-3.012, 1.407, -1.634], [-2.316, 1.220, -0.320], [-2.075, 1.304, -1.231], [3.561, -0.370, 2.209], [2.113, -0.570, 2.057], [2.846, -0.875, 2.569], [-1.760, -3.231, 0.829], [-0.876, -4.202, 1.177], [-1.675, -4.141, 0.750], [-1.053, -0.874, -1.284], [-1.611, -1.496, -2.601], [-1.158, -1.742, -1.748], [1.102, 1.304, -4.768], [-0.183, 0.660, -4.545], [0.209, 1.531, -4.455]],
  "nbo_charge": [-0.70, -0.14, 0.24, 0.23, 0.22, 0.15, 0.48, 0.47, -0.94, 0.46, 0.46, -0.93, 0.46, 0.45, -0.91, 0.48, 0.47, -0.95, 0.46, 0.46, -0.92],
  "e_above_lowest_kj_mol": 165.36,
  "orbital_gap_ha": 0.3598,
  "smiles": "CS.O.O.O.O.O"
}

---

(4)
{
  "formula": "C36H58F9N7O2",
  "method": "wB97M-V/def2-TZVPD",
  "elements": ["C", "C", "C", "C", "O", "C", "N", "C", "C", "C", "C", "N", "C", "C", "C", "O", "C", "F", "F", "C", "F", "F", "C", "F", "F", "C", "F", "F", "F", "H", "H", "H", "H", "H", "H", "H", "H", "H", "H", "H", "H", "H", "H", "H", "H", "H", "H", "H", "H", "H", "H", "H", "C", "C", "C", "C", "N", "H", "H", "H", "H", "H", "H", "H", "C", "C", "C", "C", "N", "H", "H", "H", "H", "H", "H", "H", "C", "C", "C", "C", "N", "H", "H", "H", "H", "H", "H", "H", "C", "C", "C", "C", "N", "H", "H", "H", "H", "H", "H", "H", "C", "C", "C", "C", "N", "H", "H", "H", "H", "H", "H", "H"],
  "coordinates": [[-5.995, -1.787, 0.221], [-5.679, -0.943, 1.039], [-5.413, 0.182, 1.915], [-3.902, 0.338, 2.086], [-3.338, -0.861, 2.572], [-2.748, -0.732, 3.835], [-1.874, -1.862, 4.093], [-3.193, 0.863, 0.761], [-2.798, 2.334, 1.004], [-4.067, 3.190, 1.134], [-3.845, 4.651, 0.753], [-2.094, -0.045, 0.453], [-0.791, 0.233, 1.051], [0.170, 1.173, 0.315], [1.539, 1.100, 0.990], [2.100, -0.187, 0.969], [-2.111, -0.566, -0.820], [-3.324, -1.088, -1.082], [-1.949, 0.386, -1.804], [-1.141, -1.740, -1.083], [-1.212, -2.548, -0.039], [0.117, -1.365, -1.251], [-1.528, -2.624, -2.316], [-2.494, -3.457, -2.040], [-0.451, -3.378, -2.555], [-1.801, -1.874, -3.641], [-3.021, -1.428, -3.729], [-0.918, -0.954, -3.869], [-1.661, -2.750, -4.626], [-6.036, -2.416, -0.619], [-5.859, -0.011, 2.886], [-5.845, 1.084, 1.502], [-3.750, 1.089, 2.863], [-3.504, -0.678, 4.625], [-2.145, 0.178, 3.922], [-1.777, -2.398, 3.241], [-2.275, -2.421, 4.829], [-3.978, 0.881, 0.015], [-2.280, 2.665, 0.106], [-2.137, 2.465, 1.855], [-4.848, 2.796, 0.491], [-4.432, 3.090, 2.156], [-3.380, 5.190, 1.573], [-4.823, 5.106, 0.612], [-3.311, 4.766, -0.182], [-0.263, -0.703, 1.199], [-0.920, 0.630, 2.049], [0.271, 0.979, -0.748], [-0.148, 2.209, 0.412], [2.209, 1.810, 0.499], [1.438, 1.385, 2.032], [2.377, -0.429, 0.086], [4.234, -3.354, -2.224], [5.163, -2.294, -2.806], [6.101, -1.681, -1.760], [5.332, -1.025, -0.696], [4.718, -0.506, 0.134], [3.569, -2.933, -1.468], [3.608, -3.783, -3.006], [4.803, -4.165, -1.764], [4.564, -1.505, -3.266], [5.767, -2.740, -3.598], [6.754, -0.941, -2.221], [6.729, -2.451, -1.311], [5.872, -0.975, 2.970], [5.843, -2.404, 3.498], [5.287, -2.501, 4.923], [6.116, -1.728, 5.855], [6.768, -1.109, 6.578], [6.529, -0.341, 3.569], [6.243, -0.956, 1.952], [4.873, -0.537, 2.971], [6.852, -2.821, 3.471], [5.225, -3.018, 2.839], [5.268, -3.539, 5.257], [4.267, -2.116, 4.961], [8.761, 1.413, 6.654], [10.137, 2.006, 6.939], [10.477, 3.194, 6.032], [10.486, 2.789, 4.621], [10.497, 2.468, 3.512], [8.699, 1.012, 5.642], [8.548, 0.595, 7.337], [7.978, 2.165, 6.774], [10.895, 1.230, 6.821], [10.177, 2.338, 7.979], [11.460, 3.595, 6.280], [9.746, 3.994, 6.159], [-7.081, 1.011, -4.852], [-7.116, -0.390, -4.250], [-7.730, -0.420, -2.845], [-6.953, 0.410, -1.921], [-6.332, 1.063, -1.197], [-6.458, 1.684, -4.262], [-6.669, 0.984, -5.861], [-8.084, 1.438, -4.911], [-6.101, -0.793, -4.213], [-7.698, -1.047, -4.899], [-7.749, -1.439, -2.458], [-8.755, -0.050, -2.868], [-3.187, -0.104, -8.144], [-2.873, 0.449, -6.759], [-4.080, 1.089, -6.072], [-4.598, 2.217, -6.856], [-5.003, 3.105, -7.472], [-3.499, 0.687, -8.829], [-2.305, -0.578, -8.574], [-3.983, -0.851, -8.098], [-2.068, 1.181, -6.847], [-2.503, -0.357, -6.125], [-3.801, 1.454, -5.083], [-4.880, 0.357, -5.948]],
  "mulliken_charge": [-0.26, -0.40, -0.96, -0.68, -0.45, -0.31, -0.68, -0.23, -1.05, -0.13, -1.54, 0.78, -1.79, -0.10, -1.10, -0.34, 0.59, -0.20, -0.42, 0.37, -0.26, -0.28, 0.56, -0.24, -0.31, 0.69, -0.20, -0.25, -0.31, 0.49, 0.51, 0.24, 1.00, 0.37, 0.24, 0.25, 0.30, 0.65, 0.52, 0.35, 0.18, 0.39, 0.34, 0.43, 0.37, 0.64, 0.65, 0.26, 0.26, 0.38, 0.46, 0.17, -0.97, -0.40, -0.41, 0.36, -0.47, 0.18, 0.33, 0.32, 0.28, 0.30, 0.30, 0.29, -0.63, -0.41, -0.52, 0.31, -0.43, 0.20, 0.07, 0.19, 0.31, 0.28, 0.30, 0.27, -0.97, -0.47, -0.45, 0.26, -0.43, 0.24, 0.37, 0.27, 0.31, 0.32, 0.29, 0.28, -1.25, -0.02, -0.59, 0.28, -0.41, 0.31, 0.36, 0.42, -0.01, 0.37, 0.22, 0.41, -1.36, -0.04, 0.24, 0.14, -0.51, 0.37, 0.39, 0.32, 0.39, -0.16, 0.28, -0.17],
  "orbital_gap_ha": 0.3538,
  "smiles": "C#CC[C@@H](OCN)[C@@H](CCC)N(CCCO)C(F)(F)C(F)(F)C(F)(F)C(F)(F)F.CCCC#N.CCCC#N.CCCC#N.CCCC#N.CCCC#N"
}